No. 1
Computed, not measured: a structure of composition C35H38CuGeN2OTe, with the ωB97M-V functional and the def2-TZVPD basis.

Structure (ORCA input):
```
! RIJCOSX wB97M-V def2-TZVPD def2/J DEFGRID3
* xyz 0 2
Cu 0.1701 0.1846 0.3299
C -2.2898 -3.4708 0.7374
C -1.0749 -2.5717 0.8053
O -1.4909 -1.2112 0.6186
N -0.4924 -2.7334 2.1589
C 0.4850 -1.7713 2.6778
C 1.8529 -1.6535 2.0241
C 3.0131 -2.2254 2.5730
C 4.2019 -2.1187 1.8794
C 4.1561 -1.5433 0.6131
C 3.0048 -0.9171 0.1813
N 1.8695 -0.9602 0.8852
H -2.7020 -3.4298 -0.2977
H -3.0739 -3.1485 1.4764
H -1.9842 -4.4662 0.9823
H -0.2331 -3.6941 2.4208
H 0.8050 -2.0570 3.7190
H 0.0776 -0.7945 2.6630
H 3.0711 -2.7903 3.5259
H 5.1196 -2.4292 2.3103
H 5.0763 -1.4167 0.0154
H 2.9298 -0.4455 -0.7536
C -3.3497 1.1806 0.9063
Te -2.5487 -0.0119 2.5404
C -4.3058 -0.9527 3.0840
H -3.5181 2.1843 1.2013
H -4.2688 0.6719 0.5884
H -2.6310 1.2130 0.0981
H -4.0275 -1.8043 3.6909
H -4.8332 -1.2489 2.1464
H -4.8778 -0.2906 3.7088
C -0.1987 -2.9354 -0.4018
C 0.3710 -4.3174 -0.3918
C -0.3822 -5.4122 -0.8214
C 0.1730 -6.7172 -0.7622
C 1.4905 -6.8749 -0.3057
C 2.2190 -5.8060 0.1461
C 1.6508 -4.5437 0.0596
H -0.8105 -2.8331 -1.3112
H 0.5844 -2.1657 -0.4552
H -1.4024 -5.2476 -1.1803
H -0.4010 -7.5759 -1.0422
H 1.8448 -7.8503 -0.0944
H 3.2182 -5.9245 0.5442
H 2.2495 -3.6488 0.3639
C 4.5064 3.6325 -1.3458
C 3.5910 3.9732 -2.3204
C 2.3121 3.5080 -2.2383
C 1.8261 2.8065 -1.1017
C 2.7949 2.3498 -0.1850
C 4.1110 2.8268 -0.2743
Ge -0.1115 2.2762 -0.7601
C -0.7346 3.8663 0.2564
C -0.9798 5.1125 -0.3537
C -1.5044 6.1704 0.3089
C -1.7228 6.0682 1.7016
C -1.3738 4.9021 2.3527
C -0.9822 3.7692 1.6574
C -1.0283 2.1468 -2.4642
C -1.5406 0.8805 -2.8452
C -2.3630 0.7250 -3.9384
C -2.6376 1.8406 -4.7541
C -2.1929 3.1019 -4.3868
C -1.3934 3.2222 -3.2503
H 5.5129 3.9800 -1.2862
H 3.8704 4.5601 -3.2206
H 1.5976 3.7989 -3.0303
H 2.4977 1.7234 0.6178
H 4.8669 2.5157 0.4201
H -0.8140 5.2591 -1.4268
H -1.6113 7.1508 -0.2156
H -2.1261 6.8950 2.3072
H -1.3039 4.8407 3.4502
H -0.6908 2.8660 2.2084
H -1.3888 0.0927 -2.0822
H -2.8428 -0.2113 -4.1102
H -3.2528 1.7594 -5.6379
H -2.5960 3.9843 -4.8843
H -1.0324 4.1817 -3.0265
*
```

Calculated total energy = -5526.54465 hartree
Relative energy (zero: lowest compared OMol25 entry of this formula, charge and spin) = 82.5 kJ/mol
M = 766.458 g mol⁻¹
E_LUMO (spin up / spin down) = 0.09 / -1.07 eV
⟨S²⟩ = 0.7569



No. 2
Computed, not measured: a structure of composition C35H38F11NO38PSSi2, with the ωB97M-V functional and the def2-TZVPD basis.

Structure (ORCA input):
```
! RIJCOSX wB97M-V def2-TZVPD def2/J DEFGRID3
* xyz -1 1
O 1.6506 -4.6944 -0.8986
C 0.4353 -4.7279 -1.2082
O -0.3457 -5.6630 -1.3828
Si -0.1931 -2.9405 -1.2320
N 0.9934 -1.8460 -1.9984
C 1.6927 -1.1565 -1.3072
S 2.6337 -0.2521 -0.4283
O -1.6774 -2.6283 -1.9109
Si -2.8821 -2.0023 -0.9888
P -4.7153 -1.8301 -2.3222
O -5.7793 -1.0990 -1.2738
O -5.2636 -3.3700 -2.4476
H -0.2828 -2.4557 0.1750
H -3.1425 -2.8737 0.1917
H -2.5371 -0.6527 -0.4829
H -5.5929 -1.3064 -0.3483
H -5.2071 -3.8607 -1.6128
C -6.9028 -7.3201 -2.7669
C -5.5963 -7.9823 -2.3716
O -5.0215 -7.0149 -1.5175
C -6.0270 -6.2952 -0.9599
O -5.9055 -5.5618 -0.0354
O -7.1892 -6.5230 -1.6156
F -4.7862 -8.1957 -3.4304
H -6.7587 -6.6728 -3.6331
H -7.7118 -8.0199 -2.9549
H -5.7073 -8.9198 -1.8230
C 4.4519 2.8437 -3.4844
C 5.9377 3.0451 -3.2745
O 6.0263 3.1849 -1.8706
C 4.9780 2.5017 -1.3185
O 4.9064 2.2098 -0.1702
O 4.0681 2.2031 -2.2624
F 6.4018 4.1724 -3.8688
H 3.9304 3.7970 -3.5712
H 4.2089 2.2107 -4.3327
H 6.5642 2.2075 -3.5872
C -8.7874 -0.2201 -5.4984
C -7.6103 -0.8404 -4.7719
O -6.7941 -1.2603 -5.8580
C -7.0516 -0.4552 -6.9183
O -6.3900 -0.3893 -7.9016
O -8.1852 0.2542 -6.7053
F -7.9772 -1.9224 -4.0449
H -9.5320 -0.9799 -5.7436
H -9.2535 0.5959 -4.9545
H -7.0534 -0.1504 -4.1429
C 0.3281 4.5576 0.0012
C 0.8282 3.1744 -0.3575
O 1.2246 3.3564 -1.7198
C 1.5720 4.6489 -1.8755
O 2.1829 5.0848 -2.8014
O 1.1420 5.3923 -0.8330
F -0.1562 2.2527 -0.3030
H -0.7201 4.6792 -0.2761
H 0.4692 4.8096 1.0476
H 1.6770 2.8365 0.2283
C 3.7283 -4.1812 1.2517
C 5.2128 -4.2973 1.5237
O 5.3589 -3.5308 2.7198
C 4.1691 -3.5804 3.3799
O 4.0545 -3.2406 4.5198
O 3.2055 -4.0397 2.5949
F 5.9737 -3.7381 0.5568
H 3.4932 -3.2841 0.6791
H 3.2810 -5.0345 0.7500
H 5.5708 -5.3111 1.7086
C 4.5026 4.0829 4.0323
C 3.5053 5.1495 3.6229
O 2.8288 4.5270 2.5479
C 2.8960 3.1741 2.7372
O 2.2400 2.3842 2.1490
O 3.8095 2.8828 3.6842
F 4.1025 6.2811 3.1837
H 5.4164 4.1610 3.4418
H 4.7428 4.0892 5.0911
H 2.7803 5.4148 4.3946
C 3.6901 -2.6978 7.6125
C 4.0295 -4.0108 8.2844
O 3.5049 -3.8289 9.5917
C 2.4748 -2.9477 9.5029
O 1.6710 -2.7600 10.3578
O 2.4903 -2.3196 8.3105
F 5.3635 -4.2246 8.3704
H 4.4686 -1.9562 7.7997
H 3.5163 -2.7860 6.5472
H 3.5633 -4.8872 7.8325
C -4.4191 2.9633 -7.2038
C -3.5190 3.2996 -6.0308
O -4.4278 3.2838 -4.9438
C -5.4410 2.4351 -5.2682
O -6.2253 1.9845 -4.5013
O -5.4149 2.1525 -6.5831
F -2.9691 4.5332 -6.1388
H -4.8824 3.8582 -7.6145
H -3.9188 2.4152 -7.9968
H -2.7242 2.5776 -5.8386
C 7.1098 -1.0936 3.7282
C 8.5419 -1.5489 3.9088
O 9.1216 -0.4639 4.6102
C 8.1309 0.1531 5.3167
O 8.3138 0.9355 6.1881
O 6.9234 -0.2668 4.8870
F 9.1917 -1.7166 2.7326
H 7.0011 -0.4863 2.8282
H 6.3959 -1.9062 3.7092
H 8.6578 -2.4576 4.5023
C 3.0389 0.8503 10.5627
C 2.9154 0.3268 11.9729
O 2.8675 1.5177 12.7378
C 2.3519 2.5001 11.9427
O 1.9597 3.5468 12.3315
O 2.3446 2.0989 10.6481
F 3.9958 -0.4004 12.3464
H 4.0805 1.0358 10.2952
H 2.5808 0.1992 9.8226
H 2.0150 -0.2602 12.1584
C -6.6736 5.5934 -11.0189
C -6.2167 4.3617 -10.2635
O -6.8747 4.5102 -9.0221
C -8.0159 5.2351 -9.2341
O -8.9089 5.3307 -8.4686
O -7.9661 5.8205 -10.4567
F -4.8742 4.3535 -10.0636
H -6.0227 6.4413 -10.8003
H -6.7449 5.4488 -12.0927
H -6.5102 3.4127 -10.7145
*
```

Calculated total energy = -6687.86618 hartree
M = 1408.849 g mol⁻¹
E_LUMO = 1.56 eV



No. 3
Computed, not measured: a cluster of 9 separate species, C35H38FN3O27 in total, with the ωB97M-V functional and the def2-TZVPD basis.

Structure (ORCA input):
```
! RIJCOSX wB97M-V def2-TZVPD def2/J DEFGRID3
* xyz 0 1
N 1.4359 -2.0293 -0.7176
C 1.6445 -1.7326 -1.8796
O 1.6626 -1.0944 -3.1671
C 0.5096 -0.1907 -3.2263
C 0.7195 1.1689 -2.8823
C -0.5361 2.1490 -2.8984
O -0.3359 3.3950 -2.9423
C -2.0079 1.5160 -2.8365
C -3.1604 2.4682 -2.3806
C -4.6103 1.8627 -2.3648
F -5.7270 2.6818 -1.9565
C -4.8167 0.3457 -2.7662
N -6.2030 -0.1424 -2.7369
C -3.6419 -0.6037 -3.1788
N -3.7754 -2.0214 -3.5255
C -2.2004 0.0116 -3.2303
C -0.8981 -0.8176 -3.6362
O -0.9130 -1.9346 -4.2291
H 1.7912 1.4800 -2.5876
H -2.9516 3.5481 -2.0750
H -6.1916 -1.1702 -2.6590
H -6.7171 0.1890 -1.9036
H -4.6445 -2.4366 -3.1659
H -3.6373 -2.1957 -4.5318
O -1.4152 -5.0054 -8.9393
C -0.6336 -4.5162 -8.1701
O 0.2252 -5.2272 -7.3897
C 1.1239 -4.2962 -6.8017
C 0.3508 -3.0139 -6.8358
O -0.4942 -3.1785 -7.9659
H 1.3870 -4.5980 -5.7866
H 2.0345 -4.2530 -7.4070
H -0.2723 -2.8740 -5.9487
H 0.9960 -2.1417 -6.9558
O -1.7771 0.4115 4.3646
C -0.8593 0.1206 3.6478
O 0.4440 0.0920 4.0406
C 1.1839 -0.5114 2.9869
C 0.3222 -0.2701 1.7868
O -0.9878 -0.2224 2.3360
H 2.1691 -0.0520 2.8915
H 1.3082 -1.5746 3.2059
H 0.5378 0.6875 1.3022
H 0.4052 -1.0680 1.0470
O -4.2158 5.5552 -1.8344
C -5.3402 5.9685 -1.7702
O -6.2261 5.6352 -0.7925
C -7.3487 6.4934 -0.9377
C -7.2836 6.8969 -2.3781
O -5.8941 6.8309 -2.6663
H -8.2732 5.9674 -0.6938
H -7.2343 7.3434 -0.2587
H -7.8146 6.1996 -3.0330
H -7.6686 7.9039 -2.5467
O 3.2820 -3.3231 2.6294
C 3.2915 -3.6382 3.7873
O 3.9478 -4.7213 4.2842
C 3.9058 -4.6200 5.7014
C 2.7057 -3.7584 5.9448
O 2.6446 -2.9562 4.7734
H 3.8101 -5.6063 6.1583
H 4.8321 -4.1555 6.0500
H 1.7817 -4.3391 6.0245
H 2.8119 -3.1380 6.8361
O -8.7035 8.3635 1.8710
C -8.0637 7.6583 2.6054
O -8.5211 6.4960 3.1466
C -7.4105 5.8544 3.7583
C -6.4718 6.9897 4.0297
O -6.7885 7.9198 3.0039
H -7.7143 5.3372 4.6698
H -6.9938 5.1248 3.0578
H -6.6524 7.4595 5.0011
H -5.4249 6.6879 3.9712
O 6.5093 -3.3480 8.1917
C 7.4314 -3.6335 7.4765
O 8.7321 -3.6598 7.8725
C 9.4782 -4.2567 6.8178
C 8.6191 -4.0133 5.6165
O 7.3067 -3.9714 6.1638
H 10.4654 -3.7927 6.7274
H 9.6039 -5.3226 7.0329
H 8.8323 -3.0549 5.1365
H 8.7058 -4.8082 4.8740
O 11.5779 -2.6151 5.8785
C 11.1910 -1.5107 6.1541
O 9.9318 -1.0555 5.9123
C 9.8035 0.1926 6.5797
C 11.2219 0.6593 6.6967
O 11.9561 -0.5560 6.7473
H 9.1841 0.8804 6.0020
H 9.3353 0.0258 7.5542
H 11.5475 1.2331 5.8240
H 11.3921 1.2541 7.5954
O -4.7544 -1.2156 -6.4725
C -4.2669 -1.2990 -7.5677
O -4.9300 -1.0363 -8.7267
C -3.9621 -1.0263 -9.7679
C -2.8562 -1.8680 -9.2090
O -2.9815 -1.6697 -7.8070
H -4.3770 -1.4404 -10.6883
H -3.6513 0.0066 -9.9515
H -2.9860 -2.9315 -9.4281
H -1.8728 -1.5520 -9.5592
*
```

Calculated total energy = -3651.93174 hartree
Relative energy (zero: lowest compared OMol25 entry of this formula, charge and spin) = 591.5 kJ/mol
SMILES = N#COC1=CC(=O)c2cc(F)c(N)c(N)c2C1=O.O=C1OCCO1.O=C1OCCO1.O=C1OCCO1.O=C1OCCO1.O=C1OCCO1.O=C1OCCO1.O=C1OCCO1.O=C1OCCO1
M = 951.681 g mol⁻¹
E_LUMO = -1.66 eV



What did the first record say?
Computed, not measured: a structure of composition C35H38CuGeN2OTe, with the ωB97M-V functional and the def2-TZVPD basis.

Structure (ORCA input):
```
! RIJCOSX wB97M-V def2-TZVPD def2/J DEFGRID3
* xyz 0 2
Cu 0.1701 0.1846 0.3299
C -2.2898 -3.4708 0.7374
C -1.0749 -2.5717 0.8053
O -1.4909 -1.2112 0.6186
N -0.4924 -2.7334 2.1589
C 0.4850 -1.7713 2.6778
C 1.8529 -1.6535 2.0241
C 3.0131 -2.2254 2.5730
C 4.2019 -2.1187 1.8794
C 4.1561 -1.5433 0.6131
C 3.0048 -0.9171 0.1813
N 1.8695 -0.9602 0.8852
H -2.7020 -3.4298 -0.2977
H -3.0739 -3.1485 1.4764
H -1.9842 -4.4662 0.9823
H -0.2331 -3.6941 2.4208
H 0.8050 -2.0570 3.7190
H 0.0776 -0.7945 2.6630
H 3.0711 -2.7903 3.5259
H 5.1196 -2.4292 2.3103
H 5.0763 -1.4167 0.0154
H 2.9298 -0.4455 -0.7536
C -3.3497 1.1806 0.9063
Te -2.5487 -0.0119 2.5404
C -4.3058 -0.9527 3.0840
H -3.5181 2.1843 1.2013
H -4.2688 0.6719 0.5884
H -2.6310 1.2130 0.0981
H -4.0275 -1.8043 3.6909
H -4.8332 -1.2489 2.1464
H -4.8778 -0.2906 3.7088
C -0.1987 -2.9354 -0.4018
C 0.3710 -4.3174 -0.3918
C -0.3822 -5.4122 -0.8214
C 0.1730 -6.7172 -0.7622
C 1.4905 -6.8749 -0.3057
C 2.2190 -5.8060 0.1461
C 1.6508 -4.5437 0.0596
H -0.8105 -2.8331 -1.3112
H 0.5844 -2.1657 -0.4552
H -1.4024 -5.2476 -1.1803
H -0.4010 -7.5759 -1.0422
H 1.8448 -7.8503 -0.0944
H 3.2182 -5.9245 0.5442
H 2.2495 -3.6488 0.3639
C 4.5064 3.6325 -1.3458
C 3.5910 3.9732 -2.3204
C 2.3121 3.5080 -2.2383
C 1.8261 2.8065 -1.1017
C 2.7949 2.3498 -0.1850
C 4.1110 2.8268 -0.2743
Ge -0.1115 2.2762 -0.7601
C -0.7346 3.8663 0.2564
C -0.9798 5.1125 -0.3537
C -1.5044 6.1704 0.3089
C -1.7228 6.0682 1.7016
C -1.3738 4.9021 2.3527
C -0.9822 3.7692 1.6574
C -1.0283 2.1468 -2.4642
C -1.5406 0.8805 -2.8452
C -2.3630 0.7250 -3.9384
C -2.6376 1.8406 -4.7541
C -2.1929 3.1019 -4.3868
C -1.3934 3.2222 -3.2503
H 5.5129 3.9800 -1.2862
H 3.8704 4.5601 -3.2206
H 1.5976 3.7989 -3.0303
H 2.4977 1.7234 0.6178
H 4.8669 2.5157 0.4201
H -0.8140 5.2591 -1.4268
H -1.6113 7.1508 -0.2156
H -2.1261 6.8950 2.3072
H -1.3039 4.8407 3.4502
H -0.6908 2.8660 2.2084
H -1.3888 0.0927 -2.0822
H -2.8428 -0.2113 -4.1102
H -3.2528 1.7594 -5.6379
H -2.5960 3.9843 -4.8843
H -1.0324 4.1817 -3.0265
*
```

Calculated total energy = -5526.54465 hartree
Relative energy (zero: lowest compared OMol25 entry of this formula, charge and spin) = 82.5 kJ/mol
M = 766.458 g mol⁻¹
E_LUMO (spin up / spin down) = 0.09 / -1.07 eV
⟨S²⟩ = 0.7569



Question: Among the records above, which one has the lowest calculated total energy?
Answer: C35H38F11NO38PSSi2



Question: Which formula does entry 1 have?
Answer: C35H38CuGeN2OTe



Question: What is the calculated total energy in the third record?
Answer: -3651.93174 hartree